Entry 1:
Entry from the Open Molecules 2025 dataset: C15H11N3O2S2 in the gas phase in a non-equilibrium geometry (wB97M-V/def2-TZVPD).

CARTESIAN COORDINATES (ANGSTROEM)
O: 0.8393 0.5419 -0.5994
C: 1.0347 0.7401 0.5673
O: 0.8921 1.9463 1.1478
C: 0.4260 2.9906 0.3088
C: -1.0182 2.8344 -0.0250
N: -1.6174 3.4661 -0.9552
C: -2.9410 3.1387 -1.0302
C: -3.8605 3.6492 -1.9412
C: -5.1652 3.2074 -1.8856
C: -5.5678 2.2673 -0.9389
C: -4.6727 1.7469 -0.0248
C: -3.3610 2.1863 -0.0747
S: -2.0140 1.7249 0.9227
H: -4.9809 1.0187 0.7091
H: -6.5959 1.9388 -0.9190
H: -5.8895 3.5938 -2.5866
H: -3.5351 4.3748 -2.6688
H: 1.0025 3.0231 -0.6235
H: 0.5873 3.9161 0.8696
C: 1.4429 -0.2873 1.5980
C: 1.8997 -1.5563 0.9682
C: 1.2568 -2.3194 0.0247
N: 2.1039 -3.3571 -0.2442
C: 2.1666 -4.4708 -1.0362
C: 3.3121 -5.1535 -0.8589
S: 4.3683 -4.4186 0.3201
C: 3.2066 -3.1668 0.5524
N: 3.1140 -2.0934 1.2910
H: 3.6187 -6.0549 -1.3478
H: 1.3617 -4.7160 -1.7038
H: 0.3152 -2.1901 -0.4633
H: 2.2423 0.1174 2.2187
H: 0.5725 -0.4582 2.2390

Forces on atoms 1 to 2 (eV/Å):
O -0.033 0.146 0.031
C 0.155 -0.263 -0.077

Its lowest unoccupied orbital energy is 0.63 eV. The value obtained for the maximum force is 1.04 eV/Å. The spin multiplicity is 1. As for the total energy: -45969.709 eV. For the frontier orbital gap, the calculation gives 8.897 eV.

Here are the natural (NBO) charges for atoms 1 to 8, given in e:
1 O -0.583
2 C 0.813
3 O -0.505
4 C -0.130
5 C 0.103
6 N -0.422
7 C 0.067
8 C -0.186

***

Entry 2:
Entry from the Open Molecules 2025 dataset: C15H11N6O7STi as an isolated structure (wB97M-V/def2-TZVPD).

CARTESIAN COORDINATES (ANGSTROEM)
Ti: -0.6265 0.1881 -0.6793
C: -2.4058 3.5797 1.4608
C: -1.6937 2.6306 0.5663
N: -1.8896 1.3672 0.5282
N: -2.8854 0.7800 1.2703
C: -3.3858 -0.1997 0.5694
N: -4.3947 -0.9272 1.0476
S: -2.8081 -0.6140 -1.0543
C: -0.6829 3.0992 -0.4180
C: -0.2460 4.4048 -0.4749
C: 0.6747 4.7725 -1.4519
C: 1.1392 3.8246 -2.3424
C: 0.6763 2.5263 -2.2213
N: -0.2193 2.1708 -1.2969
H: -3.1972 3.0650 1.9953
H: -2.8263 4.4081 0.8897
H: -1.7010 3.9941 2.1856
H: -4.7538 -0.7277 1.9674
H: -4.7483 -1.7188 0.5408
H: -0.6173 5.1291 0.2348
H: 1.0251 5.7943 -1.5067
H: 1.8554 4.0674 -3.1130
H: 1.0368 1.7454 -2.8800
O: 2.5562 0.6606 -0.1142
C: 1.7720 -0.1168 0.3358
O: 0.5077 0.2534 0.7596
C: 1.9020 -1.6003 0.3334
C: 2.8592 -2.3230 1.0134
C: 2.8165 -3.7025 0.9034
C: 1.8654 -4.3663 0.1563
C: 0.9067 -3.6191 -0.5036
C: 0.9311 -2.2309 -0.4532
O: 0.0815 -1.4263 -1.1268
N: -0.1457 -4.3249 -1.2490
O: -1.2327 -3.7860 -1.2983
O: 0.1473 -5.3900 -1.7398
N: 3.8324 -4.5008 1.6269
O: 4.6353 -3.8872 2.2959
O: 3.7542 -5.7047 1.5360
H: 3.6219 -1.8499 1.6150
H: 1.8632 -5.4448 0.0919

Forces on atoms 1 to 2 (eV/Å):
Ti -0.805 -0.252 0.138
C -0.031 0.005 -0.029

Its lowest unoccupied orbital energy is -5.16 eV. The value obtained for the maximum force is 0.85 eV/Å. Its net charge is +1. The spin multiplicity is 1. As for the total energy: -72947.971 eV. The value obtained for the energy above the lowest of the compared OMol25 structures with the same formula, charge and spin is 103.9 kJ/mol. For the frontier orbital gap, the calculation gives 7.273 eV.

Here are the natural (NBO) charges for atoms 1 to 8, given in e:
1 Ti 1.633
2 C -0.690
3 C 0.306
4 N -0.294
5 N -0.405
6 C 0.326
7 N -0.752
8 S -0.067

***

Entry 3:
Entry from the Open Molecules 2025 dataset: C15H12BrN3O2 in the gas phase in a non-equilibrium geometry (wB97M-V/def2-TZVPD).

CARTESIAN COORDINATES (ANGSTROEM)
C: -1.8755 3.0066 -3.8687
C: -0.7801 2.1166 -3.3705
C: -1.0006 0.7584 -3.1705
C: 0.0128 -0.0721 -2.7304
C: 1.2804 0.4366 -2.4768
C: 1.5016 1.7936 -2.6909
C: 0.4886 2.6263 -3.1290
H: 0.6941 3.6743 -3.2882
Br: 3.2434 2.5075 -2.4051
O: 2.3096 -0.4015 -2.0897
C: 2.5944 -0.4190 -0.7120
C: 1.5240 -1.0530 0.1110
N: 1.2536 -0.7901 1.3507
C: 0.2236 -1.6504 1.6327
N: -0.1081 -2.3837 0.6042
O: 0.7324 -2.0067 -0.3892
C: -0.3954 -1.7137 2.9474
N: -1.4110 -2.5547 3.1110
C: -1.9699 -2.6290 4.3011
C: -1.5551 -1.8765 5.3933
C: -0.4974 -0.9974 5.2203
C: 0.0986 -0.9088 3.9745
H: 0.9252 -0.2450 3.7793
H: -0.1424 -0.3923 6.0421
H: -2.0463 -1.9775 6.3486
H: -2.7917 -3.3281 4.3838
H: 2.7780 0.5833 -0.3030
H: 3.5144 -1.0059 -0.6144
H: -0.1591 -1.1270 -2.5841
H: -1.9789 0.3439 -3.3617
H: -1.6762 4.0464 -3.6233
H: -2.8317 2.7167 -3.4396
H: -1.9554 2.9223 -4.9527

Forces on atoms 1 to 2 (eV/Å):
C -0.009 -0.021 -0.092
C 0.085 -0.064 0.068

Its lowest unoccupied orbital energy is 0.35 eV. The value obtained for the maximum force is 1.41 eV/Å. The spin multiplicity is 1. As for the total energy: -94356.260 eV. The value obtained for the energy above the lowest of the compared OMol25 structures with the same formula, charge and spin is 0.0 kJ/mol. For the frontier orbital gap, the calculation gives 9.439 eV.

Here are the natural (NBO) charges for atoms 1 to 8, given in e:
1 C -0.626
2 C -0.007
3 C -0.203
4 C -0.248
5 C 0.301
6 C -0.134
7 C -0.228
8 H 0.225

***

Entry 4:
Entry from the Open Molecules 2025 dataset: C15H12Cl2F3IrN3O4SSe as an isolated structure (wB97M-V/def2-TZVPD).

CARTESIAN COORDINATES (ANGSTROEM)
Ir: 0.0058 0.7292 0.4675
Cl: -3.0411 -3.3476 -0.1043
C: -2.3727 -2.7814 1.3413
C: -2.5486 -3.4717 2.5266
C: -2.0006 -3.0023 3.7113
Cl: -2.2469 -3.8809 5.1329
C: -1.2266 -1.7851 3.7534
C: -0.6521 -1.2504 4.9207
C: 0.0668 -0.0823 4.8437
C: 0.2226 0.5432 3.6060
N: -0.3130 0.0464 2.4997
C: -1.0342 -1.0969 2.5592
C: -1.6147 -1.5649 1.3057
O: -1.4544 -0.9097 0.2392
H: -3.1210 -4.3892 2.5318
H: -0.7789 -1.7570 5.8677
H: 0.5198 0.3577 5.7203
H: 0.7958 1.4555 3.5080
C: -1.6933 0.5913 -2.9985
N: -0.5123 1.4494 -3.1150
C: 0.3569 1.4699 -4.1790
C: 1.3048 2.3988 -3.9050
N: 0.9994 2.9423 -2.6815
C: 1.8030 3.9394 -1.9721
C: -0.1030 2.3488 -2.2138
Se: -0.9114 2.7222 -0.5339
H: -1.8099 0.0491 -3.9317
H: -2.5779 1.2009 -2.8278
H: -1.5618 -0.1211 -2.1853
H: 0.2184 0.8345 -5.0360
H: 2.1578 2.7256 -4.4734
H: 2.4727 4.4097 -2.6854
H: 2.3839 3.4523 -1.1916
H: 1.1529 4.7003 -1.5463
F: 2.3144 -2.8876 -1.6659
C: 1.9728 -1.6309 -1.8407
F: 2.5756 -1.1265 -2.9035
F: 0.6427 -1.5487 -2.0184
S: 2.4175 -0.6415 -0.3490
O: 3.8222 -0.6374 -0.2115
O: 1.5708 -1.1604 0.7344
O: 1.7979 0.7071 -0.6996

Forces on atoms 1 to 2 (eV/Å):
Ir -0.019 0.091 0.002
Cl -0.005 -0.002 -0.011

Its lowest unoccupied orbital energy (alpha / beta) is -6.99 / -9.44 eV. The value obtained for the maximum force is 0.21 eV/Å. The expectation value of S² is 8.791. Its net charge is +2. The spin multiplicity is 6. As for the total energy: -140610.136 eV. The value obtained for the energy above the lowest of the compared OMol25 structures with the same formula, charge and spin is 0.0 kJ/mol. For the frontier orbital gap (alpha / beta), the calculation gives 7.644 / 6.365 eV.

Here are the natural (NBO) charges for atoms 1 to 8, given in e:
1 Ir 1.322
2 Cl 0.169
3 C -0.038
4 C -0.234
5 C 0.068
6 Cl 0.183
7 C -0.131
8 C -0.059

***

Entry 5:
Entry from the Open Molecules 2025 dataset: C15H12Cl2N2O2S in the gas phase in a non-equilibrium geometry (wB97M-V/def2-TZVPD).

CARTESIAN COORDINATES (ANGSTROEM)
C: -3.1781 1.1894 -2.0943
H: -3.1735 0.7277 -3.0838
H: -3.7093 0.5638 -1.3816
H: -3.6482 2.1722 -2.1683
O: -1.8521 1.3124 -1.6025
C: -0.9919 1.9727 -2.3901
O: -1.2974 2.4491 -3.4545
C: 0.3756 2.0262 -1.8108
C: 0.6275 1.5508 -0.5291
C: 1.9263 1.5654 -0.0262
C: 2.9488 2.1250 -0.7955
C: 2.6858 2.6185 -2.0594
C: 1.4060 2.5557 -2.5813
H: 1.1822 2.9186 -3.5719
H: 3.4868 3.0461 -2.6426
H: 3.9504 2.1653 -0.3929
N: 2.2397 1.0776 1.2440
C: 1.6923 0.0420 1.9474
N: 0.8642 -0.7711 1.2475
C: 0.0265 -1.8025 1.6312
C: -0.1437 -2.2419 2.9417
C: -1.0172 -3.2741 3.2262
C: -1.7416 -3.8932 2.2243
C: -1.5869 -3.4631 0.9147
C: -0.7141 -2.4285 0.6141
Cl: -0.5437 -1.8999 -1.0335
Cl: -2.4915 -4.2197 -0.3450
H: -2.4225 -4.6994 2.4426
H: -1.1338 -3.6005 4.2474
H: 0.4156 -1.7698 3.7313
H: 0.8370 -0.6071 0.2426
S: 2.1661 -0.1399 3.5175
H: 3.0157 1.5204 1.7190
H: -0.2009 1.2117 0.0719

Forces on atoms 1 to 2 (eV/Å):
C -0.338 0.042 -0.284
H -0.030 0.027 0.103

Its lowest unoccupied orbital energy is 0.08 eV. The value obtained for the maximum force is 1.06 eV/Å. The spin multiplicity is 1. As for the total energy: -58706.100 eV. The value obtained for the energy above the lowest of the compared OMol25 structures with the same formula, charge and spin is 13.8 kJ/mol. For the frontier orbital gap, the calculation gives 8.645 eV.

Here are the natural (NBO) charges for atoms 1 to 8, given in e:
1 C -0.259
2 H 0.198
3 H 0.199
4 H 0.194
5 O -0.508
6 C 0.763
7 O -0.585
8 C -0.071

***

Entry 6:
Entry from the Open Molecules 2025 dataset: C15H12CrF3N3O11S2 as an isolated structure (wB97M-V/def2-TZVPD).

CARTESIAN COORDINATES (ANGSTROEM)
Cr: 0.2172 -0.0939 0.8607
C: 0.7142 0.7567 -5.0425
C: 1.3361 0.2054 -3.7904
C: 0.6920 -0.7671 -3.0349
C: 1.2633 -1.2572 -1.8672
C: 2.4822 -0.7515 -1.4379
C: 3.1488 0.2071 -2.1835
C: 2.5766 0.6696 -3.3562
S: 3.0598 -1.2334 0.1704
O: 2.6735 -2.6129 0.3131
O: 4.4526 -0.8827 0.3178
N: 2.1605 -0.2351 1.0232
C: 2.6505 0.3520 2.2588
C: 1.4687 0.7457 3.1363
O: 1.6094 1.1845 4.2507
O: 0.2736 0.6056 2.5712
H: -0.2147 0.2402 -5.2813
H: 1.3873 0.6537 -5.8952
H: 0.4872 1.8181 -4.9301
H: -0.2639 -1.1557 -3.3658
H: 0.7859 -2.0545 -1.3054
H: 4.0961 0.5896 -1.8289
H: 3.0943 1.4214 -3.9406
H: 3.2191 1.2666 2.0590
H: 3.2906 -0.3237 2.8268
O: -3.7528 3.9804 -0.2060
C: -4.3584 2.8747 0.1922
O: -5.5532 2.8129 0.3542
C: -3.5019 1.6839 0.4506
C: -3.9981 0.4626 0.8689
N: -2.9614 -0.3786 0.9872
N: -1.8173 0.2282 0.6787
C: -2.1128 1.4740 0.3490
C: -0.9337 2.3147 -0.0521
O: -1.1219 3.4813 -0.3934
O: 0.1824 1.7016 -0.0033
H: -2.7587 3.8682 -0.2851
H: -5.0108 0.1654 1.0752
H: -2.9354 -1.3309 1.3228
F: -1.3926 -3.5778 4.3303
C: -1.4465 -2.7779 3.2649
F: -2.5389 -3.1178 2.5400
F: -1.6348 -1.5239 3.6807
S: 0.0845 -2.9417 2.2577
O: 0.0721 -4.3012 1.8277
O: 1.1146 -2.4350 3.1026
O: -0.2852 -2.0116 1.1293

Forces on atoms 1 to 2 (eV/Å):
Cr 0.224 -0.103 -0.109
C -0.023 -0.002 -0.052

Its lowest unoccupied orbital energy (alpha / beta) is 1.85 / 2.15 eV. The value obtained for the maximum force is 0.41 eV/Å. The expectation value of S² is 3.775. Its net charge is -1. The spin multiplicity is 4. As for the total energy: -100993.648 eV. For the frontier orbital gap (alpha / beta), the calculation gives 8.053 / 8.642 eV.

Here are the natural (NBO) charges for atoms 1 to 8, given in e:
1 Cr 1.444
2 C -0.627
3 C -0.016
4 C -0.215
5 C -0.196
6 C -0.336
7 C -0.168
8 C -0.200

***

Entry 7:
Entry from the Open Molecules 2025 dataset: C15H12FN3O2S in the gas phase in a non-equilibrium geometry (wB97M-V/def2-TZVPD).

CARTESIAN COORDINATES (ANGSTROEM)
C: -0.0353 -4.7808 0.3294
H: 0.4225 -4.5568 -0.6295
H: -0.9843 -5.2739 0.1419
H: 0.6123 -5.4547 0.8840
C: -0.2556 -3.4987 1.1225
C: -1.1355 -2.5505 0.3982
N: -1.6740 -2.7578 -0.7436
N: -2.4027 -1.7546 -1.2094
C: -2.4320 -0.7263 -0.4344
N: -3.1868 0.3811 -0.6978
C: -2.9826 1.7061 -0.3586
O: -3.8936 2.5010 -0.4390
C: -1.6285 2.0904 0.0335
C: -1.1989 3.2408 0.6555
C: 0.1971 3.1387 0.7498
C: 0.5428 1.9368 0.1669
C: 1.8210 1.2775 -0.0124
C: 1.8738 0.0138 -0.6079
C: 3.0780 -0.6403 -0.7685
C: 4.2360 -0.0203 -0.3318
C: 4.2167 1.2328 0.2569
C: 3.0071 1.8782 0.4154
H: 2.9801 2.8538 0.8729
H: 5.1405 1.6847 0.5817
F: 5.4150 -0.6535 -0.4829
H: 3.1302 -1.6155 -1.2262
H: 0.9617 -0.4518 -0.9477
O: -0.5663 1.3120 -0.2688
H: 0.8581 3.8568 1.1885
H: -1.8256 4.0374 0.9991
H: -4.0427 0.2074 -1.2133
S: -1.5233 -0.9613 1.0648
H: 0.7001 -3.0041 1.3224
H: -0.7092 -3.7264 2.0918

Forces on atoms 1 to 2 (eV/Å):
C 0.015 0.103 0.137
H 0.026 -0.044 -0.105

Its lowest unoccupied orbital energy is -0.22 eV. The value obtained for the maximum force is 1.81 eV/Å. The spin multiplicity is 1. As for the total energy: -37867.237 eV. For the frontier orbital gap, the calculation gives 8.275 eV.

Here are the natural (NBO) charges for atoms 1 to 8, given in e:
1 C -0.595
2 H 0.217
3 H 0.220
4 H 0.210
5 C -0.454
6 C 0.078
7 N -0.271
8 N -0.291

***

> Among the records above, which one has the highest maximum force?

C15H12FN3O2S

***

> maximum force of number 7 (C15H12FN3O2S)?

1.81 eV/Å

***

> What is the maximum force in the first record?

1.04 eV/Å